Here is a structure of composition C19H28BrNiO2 in a non-equilibrium geometry from the Open Molecules 2025 dataset. Energies are from ωB97M-V with the def2-TZVPD basis set.

Summary:
Kohn-Sham gap (spin up / spin down)	0.2304 / 0.2271	Ha
expectation value of S²	2.01
LUMO level (spin up / spin down)	2.626 / 2.625	eV
total charge	-1
2S+1	3
relative energy (zero: lowest compared OMol25 entry of this formula, charge and spin)	18.1	kcal per mole

The geometry in XYZ format:
```
51
Properties=species:S:1:pos:R:3:forces:R:3
O -0.685 -2.977 -2.643 -2.4 0.5 0.8
C -1.969 -2.228 -2.622 0.2 0.4 -0.6
C -2.828 -3.440 -2.192 0.8 -0.2 -0.6
H -2.205 -1.789 -3.611 0.3 -0.3 0.8
H -1.959 -1.439 -1.869 0.3 -0.1 -0.1
C -1.389 -4.111 -2.023 0.9 0.0 -0.5
H -3.617 -3.773 -2.911 1.0 -0.1 0.3
H -3.308 -3.313 -1.220 0.0 -0.1 -0.2
C -0.812 -5.280 -2.912 0.1 0.1 0.6
H -0.767 -5.004 -3.991 -0.6 0.1 0.8
H -1.322 -6.245 -2.807 0.1 0.1 0.1
H 0.273 -5.399 -2.667 -0.9 0.0 0.2
C -1.127 -4.116 -0.471 0.5 -0.2 -0.1
H -1.740 -3.338 0.028 0.2 -0.5 -0.4
H -0.094 -3.814 -0.183 -0.5 -0.6 -0.6
H -1.376 -5.098 -0.016 0.1 0.5 -0.3
Ni -0.462 1.412 -1.193 0.0 -0.7 1.5
C -0.959 0.868 1.992 -1.1 -0.2 -0.4
C -1.242 1.953 1.131 -0.8 -0.9 -0.4
C -2.043 1.441 0.024 -0.5 -0.8 1.7
H -1.065 3.009 1.300 0.2 -0.2 0.0
C -2.227 0.013 0.272 0.1 1.1 0.1
C -1.557 -0.319 1.459 -0.1 1.2 0.2
H -1.581 -1.300 1.929 0.2 0.2 -0.1
H -0.422 0.923 2.934 0.1 0.0 -0.2
H -2.548 2.043 -0.735 -0.2 -0.1 0.3
H -2.940 -0.619 -0.253 0.4 0.1 -0.1
C 1.479 0.514 0.435 1.6 -0.9 -0.4
C 1.610 -0.869 0.593 -0.6 1.1 -0.6
C 1.398 -1.478 -0.718 0.0 0.8 -0.4
H 1.752 -1.360 1.559 -0.3 0.0 -0.4
C 1.217 -0.463 -1.665 1.5 -0.2 0.3
C 1.419 0.819 -0.984 -0.7 -0.7 0.7
H 1.926 1.696 -1.389 -0.2 -0.2 -0.1
H 1.431 1.296 1.182 0.4 -0.3 0.1
H 1.384 -2.544 -0.946 -0.1 0.4 0.1
H 1.073 -0.495 -2.754 0.1 -0.5 0.7
O -2.626 -1.271 -5.510 -1.2 -1.5 -2.4
C -2.885 -2.655 -6.001 0.9 0.0 1.2
C -3.457 -2.644 -7.423 0.1 0.2 0.5
H -3.543 -3.187 -5.282 0.3 0.6 -0.3
H -1.914 -3.180 -5.993 -0.3 0.2 0.1
C -3.599 -1.152 -7.768 -0.4 -0.3 0.4
H -4.427 -3.137 -7.437 0.1 -0.1 -0.1
H -2.763 -3.191 -8.071 -0.3 0.2 -0.1
C -2.834 -0.419 -6.654 0.6 0.4 -0.2
H -4.656 -0.866 -7.717 0.2 -0.1 -0.2
H -3.226 -0.959 -8.780 0.0 0.3 0.3
H -3.388 0.442 -6.287 0.1 0.2 -0.1
H -1.875 -0.082 -7.083 -0.1 0.0 0.5
Br -0.423 2.082 -3.271 -0.1 0.9 -2.3
```
Forces are in eV/Å.